(1)
# C29H61N3O10S7

A 11-piece molecular cluster, C29H61N3O10S7 overall in a non-equilibrium geometry (ωB97M-V with the def2-TZVPD basis set, the OMol25 dataset).

```
110
C29H61N3O10S7 (ωB97M-V with the def2-TZVPD basis set)
N 4.857 0.352 5.293
C 4.683 -0.670 4.384
C 4.155 -0.117 3.214
C 4.100 1.262 3.377
C 4.550 1.543 4.676
H 5.270 0.233 6.195
H 4.961 -1.667 4.732
H 3.901 -0.774 2.376
H 3.926 1.971 2.571
H 4.603 2.459 5.249
N 1.175 3.020 -4.074
C 0.734 1.797 -3.610
C 1.715 0.878 -3.881
C 2.740 1.549 -4.615
C 2.413 2.866 -4.658
H 0.780 3.922 -3.885
H -0.278 1.642 -3.179
H 1.769 -0.204 -3.747
H 3.604 1.154 -5.105
H 2.982 3.710 -5.007
N -1.586 -4.286 -3.690
C -0.449 -3.702 -4.160
C -0.169 -2.608 -3.372
C -1.267 -2.474 -2.444
C -2.066 -3.578 -2.640
H -1.956 -5.162 -4.072
H 0.067 -4.129 -5.031
H 0.576 -1.823 -3.515
H -1.460 -1.673 -1.738
H -3.035 -3.828 -2.240
C 2.182 -3.743 3.171
S 2.554 -3.825 1.385
O 2.399 -2.398 0.906
C 4.356 -3.998 1.519
H 2.746 -2.928 3.604
H 2.434 -4.716 3.594
H 1.103 -3.642 3.221
H 4.873 -3.848 0.577
H 4.650 -5.000 1.877
H 4.774 -3.230 2.192
C -3.212 -1.007 -5.048
S -3.802 0.707 -5.362
O -3.407 1.526 -4.138
C -2.540 1.149 -6.621
H -3.062 -1.537 -6.012
H -3.782 -1.746 -4.479
H -2.204 -0.963 -4.605
H -1.557 0.861 -6.272
H -2.456 2.236 -6.670
H -2.653 0.637 -7.587
C 4.491 -0.967 -1.725
S 5.212 -0.214 -0.143
O 6.673 -0.550 -0.185
C 5.072 1.542 -0.659
H 4.934 -1.952 -1.822
H 4.842 -0.453 -2.616
H 3.406 -1.013 -1.749
H 3.990 1.832 -0.782
H 5.519 1.626 -1.658
H 5.450 2.175 0.147
C -1.366 -3.509 1.181
S -1.588 -5.138 2.008
O -0.216 -5.463 2.597
C -2.565 -4.428 3.442
H -1.145 -2.753 1.919
H -2.195 -3.233 0.524
H -0.501 -3.585 0.510
H -3.524 -3.972 3.166
H -1.910 -3.791 4.017
H -2.734 -5.271 4.097
C -2.938 1.699 5.138
S -2.352 0.675 3.786
O -0.969 1.176 3.548
C -2.133 -0.872 4.670
H -3.247 2.720 4.902
H -2.106 1.707 5.882
H -3.756 1.167 5.634
H -1.871 -1.612 3.891
H -3.112 -1.172 5.063
H -1.291 -0.861 5.361
C -4.465 1.123 -1.215
S -5.928 2.142 -0.822
O -5.575 3.580 -0.864
C -6.866 1.914 -2.392
H -4.055 1.332 -2.189
H -4.761 0.071 -1.285
H -3.674 1.271 -0.510
H -7.360 0.946 -2.448
H -6.201 1.882 -3.245
H -7.499 2.799 -2.403
C -0.379 6.808 1.804
S -1.988 5.849 1.758
O -2.281 5.679 0.303
C -1.236 4.270 2.302
H 0.053 6.803 2.791
H -0.605 7.855 1.586
H 0.387 6.493 1.102
H -0.662 4.396 3.218
H -0.606 3.868 1.492
H -2.039 3.531 2.342
C 0.276 -0.351 0.993
C 1.159 0.905 0.903
O 0.544 1.709 -0.040
C -0.787 1.267 -0.304
O -1.495 1.847 -0.970
O -0.952 0.071 0.452
H 0.149 -0.647 2.049
H 0.708 -1.188 0.430
H 2.154 0.600 0.498
H 1.219 1.468 1.861
```

As for the charge: 0. The energy above the lowest of the compared OMol25 structures with the same formula, charge and spin comes out at 1.219 eV. The calculation puts the HOMO energy at -0.29071 Ha. For the total energy, the calculation gives -131845.916 eV. For the HOMO-LUMO gap, the calculation gives 0.2965 Eh.

***

(2)
# CH6N3O

An isolated ion of composition CH6N3O and charge +1 in a non-equilibrium geometry (ωB97M-V with the def2-TZVPD basis set, the OMol25 dataset).

```
11
CH6N3O (ωB97M-V with the def2-TZVPD basis set)
N 1.227 -0.494 0.103
N 0.434 0.675 0.216
C -1.005 0.740 0.017
N -1.719 -0.318 -0.148
O -3.058 -0.159 0.048
H 1.948 -0.551 0.734
H 0.703 -1.237 0.438
H 1.627 -0.608 -0.827
H 0.898 1.554 0.056
H -1.352 1.677 0.279
H -3.620 -0.762 -0.512
```

As for the charge: +1. As for the SMILES: [NH3+]N/C=N/O. The energy above the lowest of the compared OMol25 structures with the same formula, charge and spin comes out at 3.165 eV. The calculation puts the HOMO energy at -0.50235 Ha. For the total energy, the calculation gives -7641.422 eV. For the HOMO-LUMO gap, the calculation gives 0.3541 Eh.

***

(3)
# C4H5NO2

C4H5NO2 as an isolated structure (ωB97M-V with the def2-TZVPD basis set, the OMol25 dataset).

```
12
C4H5NO2 (ωB97M-V with the def2-TZVPD basis set)
N 2.446 -0.274 -0.362
C 1.380 -0.499 0.383
C 0.331 0.277 0.668
C -1.022 0.237 0.376
O -1.965 0.952 1.053
C -1.632 -0.695 -0.623
O -0.958 -1.350 -1.381
H 3.210 -0.933 -0.361
H 2.549 0.514 -0.995
H -0.057 1.235 -0.016
H -1.544 1.288 1.859
H -2.737 -0.752 -0.598
```

As for the charge: 0. The energy above the lowest of the compared OMol25 structures with the same formula, charge and spin comes out at 5.303 eV. The calculation puts the HOMO energy (spin up / spin down) at -0.29100 / -0.29093 Ha. For the total energy, the calculation gives -9809.012 eV. For the HOMO-LUMO gap (spin up / spin down), the calculation gives 0.2779 / 0.2778 Eh.